170
Properties=species:S:1:pos:R:3:lowdin_charge:R:1 method="wB97M-V/def2-TZVPD" gap_ev=9.418 charge=0 de_lowest_kj_mol=740.5 smiles=COC[C@H](C)N.COC[C@H](C)N.COC[C@H](C)N.COC[C@H](C)N.COC[C@H](C)N.COC[C@H](C)N.COC[C@H](C)N.COC[C@H](C)N.COC[C@H](C)N.COC[C@H](C)N spin_multiplicity=1
O 3.03187 -4.11673 3.50217 -0.210
O -2.17797 0.53095 -6.34025 -0.183
O 1.72289 4.64360 -4.38560 -0.241
O 2.62794 -1.00749 7.39279 -0.211
O -6.37794 4.77698 -1.81427 -0.164
O -0.94103 -6.02104 1.99615 -0.193
O 0.70509 -1.05419 1.09593 -0.196
O 0.92882 -2.70990 -5.35307 -0.204
O -2.78097 0.26224 6.77086 -0.197
O 2.38918 4.51252 0.16660 -0.215
N -3.23391 2.30747 4.77959 0.048
N 1.86800 2.11614 5.62682 0.051
N -2.13980 -3.50251 0.87434 0.042
N -3.35920 0.02557 -9.74159 0.009
N 4.10285 -3.91103 6.50922 0.054
N -4.77454 1.95014 -1.91754 0.027
N 2.86891 2.42279 2.20686 0.042
N -1.44641 -0.47818 -0.29522 0.070
N 2.55474 -3.43962 -7.35147 0.024
N 2.62623 1.58193 -6.50982 0.028
C -6.63729 1.14674 -3.25508 -0.080
C -5.88925 2.42513 -2.81011 -0.364
C -6.85443 3.48413 -2.03979 -0.192
C 1.92606 -4.81254 7.10851 -0.069
C -1.89313 -2.41796 2.87353 -0.065
C -2.62403 -0.13982 8.16449 -0.051
C 0.34737 -1.61371 -4.63483 -0.076
C 2.30718 -4.03897 4.74864 -0.198
C -3.13157 -0.08992 -7.23760 -0.154
C -2.19660 1.22339 4.76509 -0.450
C -6.53006 5.64355 -2.91963 -0.129
C 2.72057 -4.08979 -6.08691 -0.442
C 1.49083 -1.11074 2.19050 -0.144
C -0.17512 0.03987 -0.81122 -0.419
C 4.19366 -4.63089 -5.90349 -0.050
C 2.22406 4.43445 -1.24980 -0.099
C -1.41019 -4.92573 2.80339 -0.179
C 4.98689 3.19559 2.70823 -0.071
C -0.34186 1.26465 -1.75971 -0.016
C 2.95359 -4.70001 5.97913 -0.392
C -4.85612 1.30294 -8.47409 -0.089
C 2.10514 0.72850 5.81735 -0.455
C 3.64408 3.65528 2.13488 -0.375
C -1.77771 0.95880 6.14055 -0.254
C -2.70016 1.65295 -5.66243 -0.115
C 2.89909 1.73892 -4.23812 -0.088
C -1.43792 -7.25523 2.49974 -0.122
C 3.19897 -1.45043 8.58156 -0.119
C 2.34728 3.93146 -5.51608 -0.085
C 2.76062 -5.20992 2.61366 -0.077
C -1.29701 -3.58306 2.04965 -0.411
C 3.35711 0.42462 5.05790 -0.060
C -3.41765 0.75445 -8.50102 -0.408
C 2.34554 0.38277 7.29792 -0.192
C -1.11555 1.65312 3.82220 -0.071
C 2.24058 -3.11091 -4.98670 -0.187
C 3.68132 4.18696 0.61140 -0.176
C 2.16609 2.33321 -5.34971 -0.441
C 0.72514 0.21200 0.36194 -0.170
C 1.24985 5.99069 -4.54347 -0.114
H 3.94740 -2.93157 6.70053 0.032
H 0.57357 1.79138 -2.02921 0.054
H 2.38663 -4.87764 8.09428 0.075
H 1.35497 -3.88418 7.11850 0.070
H -2.45463 -5.10071 3.06148 0.124
H 1.73831 -2.10226 2.56963 0.075
H -4.58692 2.41511 -1.04078 0.061
H 1.20311 -0.48780 3.03742 0.071
H -0.91695 0.29346 6.20770 0.122
H 1.13099 2.00497 -5.25531 0.121
H -0.64070 0.89437 -2.74037 0.058
H -2.20953 2.60815 -5.84948 0.087
H 1.22185 -5.59063 6.81394 0.076
H -2.98100 0.44844 -10.57721 0.074
H -0.60565 2.49281 4.29444 0.071
H 4.24868 -1.18613 8.45364 0.094
H -6.17951 5.36368 -3.91305 0.078
H 4.87864 -3.79051 -6.01597 0.066
H -0.76973 -5.01340 3.68102 0.110
H 3.03523 -2.36600 -4.94507 0.125
H -7.52787 6.02734 -3.13223 0.084
H 1.32775 -4.51580 4.71074 0.100
H 2.36458 3.36563 -1.41100 0.061
H 4.30493 -4.88637 -4.84971 0.065
H 3.29835 0.80648 4.03867 0.045
H -5.87597 6.50602 -2.79156 0.085
H 2.60345 2.20139 3.15586 0.029
H -4.10309 -0.28326 -6.78277 0.117
H -7.41815 1.51754 -3.91906 0.065
H 2.11667 6.63556 -4.39904 0.075
H -2.80045 -1.10890 -7.43791 0.121
H 2.23820 -4.19266 -7.94547 0.074
H 2.59950 0.71076 -4.03503 0.070
H 2.05463 2.41631 1.60935 0.049
H 0.47519 1.12389 0.90423 0.119
H -1.21442 -0.98603 0.54642 0.017
H 2.81415 -0.87398 9.42282 0.090
H 0.63615 -0.57746 -4.81062 0.064
H -0.26831 -3.42496 1.72579 0.120
H -5.10024 2.16767 -9.09114 0.068
H 2.05760 -4.95234 -6.15467 0.126
H 4.73410 -3.81334 5.72687 0.062
H 2.01380 1.66504 -7.30864 0.070
H -1.14038 1.92415 -1.41979 0.074
H 2.10024 -3.60173 -4.02364 0.127
H -1.38613 -2.42603 3.83841 0.071
H -2.59223 0.77837 8.75102 0.083
H 3.59527 -0.63810 5.10263 0.082
H -5.43335 2.86386 -3.69768 0.109
H 3.11178 -5.71308 5.60931 0.134
H 2.08476 -2.97375 4.81145 0.116
H 4.18374 5.14251 0.46099 0.120
H -3.77879 2.02182 5.58060 0.055
H 4.10571 3.51813 -0.13737 0.114
H -0.55733 -7.86610 2.69846 0.084
H 2.62044 0.59121 -6.31349 0.060
H 2.90479 5.01500 -1.87242 0.086
H -1.93391 -2.67287 0.33636 0.035
H -1.50198 2.22194 2.97650 0.080
H -3.73115 1.94776 -5.85800 0.068
H -7.13743 0.70391 -2.39377 0.076
H 1.70464 -2.90001 -7.27248 0.058
H 1.80607 4.26094 -6.40301 0.111
H -6.06287 0.40529 -3.81040 0.069
H -5.65135 0.61104 -8.75153 0.079
H 1.73777 0.34177 -0.01994 0.127
H 1.28347 2.61192 6.28457 0.081
H -1.96875 -7.26260 3.45172 0.078
H -2.67860 0.42782 4.19688 0.129
H 1.22693 4.71871 -1.58601 0.086
H -5.17007 1.79839 -7.55536 0.053
H -1.74571 -0.76946 8.30664 0.082
H 0.34084 -0.72194 -1.39562 0.118
H 1.46688 0.71051 7.85347 0.115
H 3.19599 -2.52321 8.77449 0.077
H 5.43367 2.42672 2.07789 0.080
H -1.85562 -1.39512 2.49871 0.056
H -7.86593 3.50652 -2.44532 0.116
H -6.98244 3.09507 -1.02966 0.121
H 4.20657 1.00905 5.41143 0.088
H 2.70416 2.67614 5.54126 0.076
H 3.22453 4.46316 2.73438 0.127
H -0.70721 -1.71127 -4.89263 0.089
H 3.94722 1.89448 -4.49367 0.099
H -2.63094 1.36627 -4.61309 0.076
H -1.93634 0.35321 0.00288 0.069
H -2.74033 -0.76985 -9.67519 0.062
H -1.75768 -4.15095 0.20083 0.072
H 2.60245 2.09307 -3.25086 0.055
H -0.52068 0.76491 3.60932 0.061
H 1.26365 0.14456 5.44452 0.116
H -1.61532 1.93149 6.60488 0.138
H 4.74217 2.73383 3.66478 0.053
H 0.70439 6.45923 -3.72430 0.078
H -2.72943 1.57757 -8.69317 0.137
H 1.68280 -5.24485 2.45497 0.069
H 0.46814 -1.73546 -3.55841 0.072
H -3.90111 2.08824 4.05373 0.068
H -2.93883 -2.61390 3.11064 0.083
H 4.50987 -5.40623 -6.60131 0.070
H 3.01833 -6.16450 3.07244 0.078
H 3.35400 -5.13063 1.70278 0.090
H 3.38978 4.23951 -5.43608 0.122
H -3.53032 -0.65345 8.48532 0.085
H -3.93782 1.97221 -2.48279 0.038
H 3.11179 1.02986 7.72482 0.126
H 0.77813 6.24055 -5.49381 0.081
H -2.18469 -7.77606 1.90044 0.084
H 5.73303 3.98870 2.75676 0.074
H 2.47467 -0.83245 1.81272 0.096